{"formula": "C51H70AsCrN5S", "method": "the ωB97M-V functional and the def2-TZVPD basis", "orbital_gap_ev": [5.09, 5.23], "largest_force_ev_per_a": 0.53, "s2": 3.881, "lumo_energy_ha": [0.087, 0.086], "total_charge": -1, "spin_multiplicity": 4, "mol_weight_g_mol": 912.141, "species": ["H", "C", "H", "H", "C", "H", "C", "H", "H", "H", "H", "C", "H", "H", "C", "H", "H", "H", "H", "H", "S", "H", "C", "H", "C", "N", "H", "C", "H", "H", "C", "H", "N", "C", "C", "H", "C", "N", "H", "H", "H", "H", "H", "C", "H", "C", "H", "C", "C", "H", "H", "C", "H", "C", "H", "H", "H", "H", "H", "C", "H", "H", "H", "C", "C", "H", "H", "H", "H", "C", "C", "H", "C", "H", "C", "N", "H", "H", "Cr", "C", "C", "H", "C", "H", "H", "C", "C", "C", "C", "H", "H", "C", "C", "C", "C", "C", "C", "C", "H", "C", "C", "H", "C", "H", "C", "C", "H", "C", "N", "H", "H", "H", "H", "H", "H", "C", "C", "As", "C", "H", "H", "C", "H", "C", "H", "H", "H", "H", "C"], "positions_angstrom": [[1.64734, 1.81819, 3.89076], [-1.32564, -5.49410, -0.95142], [0.38182, -5.33136, -2.27231], [4.16809, -1.79076, -3.09684], [-0.03641, 2.26958, -5.75515], [2.75328, 0.35422, -4.82776], [-1.65319, -2.15980, 2.88816], [-4.27663, 4.22734, -2.29915], [2.46815, -1.58662, -2.55421], [-4.24303, 3.76464, -3.99642], [4.53936, 0.34625, -4.86765], [-1.15506, 3.27180, 0.92626], [-2.08763, 2.89744, -5.51763], [-0.83435, -4.82727, 1.91409], [-0.01786, -2.42308, -0.37676], [0.49911, -2.44221, 4.53682], [-1.97074, 4.78695, -4.24006], [-0.40336, 2.13829, 5.38875], [6.19247, 0.32926, -2.70503], [4.37562, -0.79437, 4.18829], [2.37223, 1.78973, -1.48414], [-4.22416, -0.99572, 0.65047], [-2.15172, -0.66084, 0.89813], [-0.41229, 3.53849, 6.47872], [4.76620, 1.11252, 3.24653], [-1.03254, 1.49046, -1.49182], [-3.00263, 0.05526, -1.91138], [-1.43040, 2.11090, -5.13744], [5.66481, 0.62706, -1.02139], [-1.17959, -5.59071, 3.48753], [-1.43246, -4.75942, 2.82116], [-0.31934, 5.06922, 4.48329], [0.99907, -0.31427, 1.35625], [-2.34806, 4.52102, -3.24980], [0.14019, 2.31993, 2.43582], [4.96709, -2.02625, 2.19766], [0.01610, -4.86329, -1.35473], [-0.38782, 2.15212, 1.20291], [5.36531, 0.68465, 2.43860], [-1.39136, 7.59034, 1.86983], [-3.72984, 1.09062, -0.68177], [1.98771, -3.31625, 0.14489], [-0.06214, 2.20970, -6.84700], [-0.22569, -2.69373, -2.68021], [-2.07285, -5.33956, -1.73453], [1.75314, -1.44650, 1.07755], [5.44500, 1.49278, 4.01514], [-2.05780, -1.15286, 3.69153], [1.14503, 1.47320, 2.99366], [0.88785, -3.17950, 2.98227], [0.12547, -4.20640, -4.13480], [-1.82447, 5.46510, 2.15329], [-1.69503, -5.03216, -0.03562], [1.37305, -2.42702, 0.24091], [4.20439, 1.95038, 2.82920], [-2.60959, -2.41543, -1.50184], [0.22243, -2.56809, -4.75259], [3.64048, 1.88271, -4.65588], [-1.21796, -6.56962, -0.78483], [-0.68602, 3.18960, 5.47883], [0.75192, -5.07365, -0.57172], [5.70010, 1.96862, -2.17862], [-0.69560, -0.44367, -4.26805], [3.50570, -1.31904, -2.36896], [-3.37565, -2.34688, -0.72458], [-2.27373, -2.32880, -4.53227], [-1.86756, 1.16355, -5.47026], [-4.34962, -2.48929, -1.20339], [-2.23631, 5.59745, 3.15774], [5.52111, 0.90281, -2.06420], [-1.65025, 3.56721, -0.34582], [0.39891, 3.22958, -5.46786], [-2.49891, 0.13285, 3.21339], [4.55775, -4.38756, 2.85370], [3.65635, 0.81811, -4.43502], [-0.84077, -2.78547, 0.77520], [-3.21522, -3.16810, -0.02671], [2.82068, -4.19096, 2.56365], [-0.39425, 0.45476, 0.11014], [-0.01345, 4.02424, 4.38304], [-1.50554, 2.80033, -1.48505], [-3.03876, 1.23938, 1.50874], [-0.07984, -3.38527, -1.54441], [4.13608, -2.86856, 0.90784], [3.27649, 0.47834, 4.67140], [3.73266, -3.67002, 2.86233], [4.01445, -2.48910, 1.92623], [-1.17692, -3.44229, 3.55755], [-0.95707, 1.09384, -2.78250], [-2.48465, -4.86488, 2.53295], [-2.67754, 5.49553, 1.47201], [-1.79678, -3.31130, -4.54852], [-1.40973, 2.15898, -3.63922], [0.31182, -3.31333, 3.90363], [1.60279, 0.32838, 2.40537], [-0.33908, -3.21955, -4.07616], [-0.62415, -0.22130, -3.21038], [-3.88127, 4.50455, -3.27846], [-4.29158, 5.48012, -3.55310], [-0.87656, 6.62592, 1.83069], [-0.36079, -1.25900, -2.33047], [-0.04348, 6.65284, 2.53761], [-1.50967, -1.90157, 1.44737], [0.62780, 1.49188, -5.37769], [-0.34134, 3.53577, 3.00554], [-3.71526, 0.07738, -1.09047], [-2.36974, -3.96361, -3.88388], [2.81533, -0.40974, 2.79000], [-0.25250, -1.12842, -1.01132], [-1.86240, -3.71144, -5.56361], [-2.00427, 5.30694, -2.57371], [3.58706, -3.32088, 3.88695], [1.07158, 4.00993, 4.53476], [-1.77370, 3.24306, 5.38298], [-2.79185, 0.90581, 3.91441], [3.80559, 0.05885, 3.81168], [-1.15080, 4.12960, 2.06007], [3.67959, 0.57847, -2.52586], [2.93445, -1.45191, 1.94983], [-2.06016, -1.32954, 4.76606], [-4.70813, -0.13637, -1.50078], [-1.76754, 3.20552, -2.82997], [3.76246, -1.61357, -1.35711], [-2.59175, 0.32450, 1.88762], [0.67873, -4.20982, 4.41760], [-0.45259, 6.50180, 0.83142], [-2.12436, 4.53509, -0.46976], [-1.74757, -3.50082, 4.48848], [-3.37381, -0.97886, -0.04525]], "forces_ev_per_a": [[-0.017, 0.031, -0.055], [0.019, 0.049, -0.053], [0.012, -0.031, -0.009], [-0.023, -0.043, 0.043], [-0.022, 0.027, 0.076], [-0.027, 0.016, -0.002], [-0.160, -0.085, -0.008], [0.007, 0.011, -0.017], [-0.090, -0.065, -0.006], [0.017, 0.018, 0.024], [-0.031, 0.015, -0.058], [0.103, -0.090, 0.114], [-0.011, -0.001, -0.009], [0.007, 0.009, 0.156], [0.040, 0.099, -0.164], [-0.030, -0.037, -0.013], [0.010, 0.016, -0.020], [-0.008, 0.041, -0.004], [-0.002, 0.014, 0.033], [0.009, -0.010, 0.011], [-0.067, 0.015, 0.112], [-0.029, -0.073, 0.030], [0.115, 0.176, -0.269], [0.001, -0.003, -0.022], [-0.055, -0.022, -0.054], [0.290, 0.150, -0.259], [0.000, -0.009, -0.033], [-0.004, -0.008, 0.025], [0.007, 0.008, 0.016], [-0.035, -0.004, -0.021], [-0.121, -0.006, -0.030], [0.003, 0.013, 0.009], [0.230, -0.049, -0.042], [-0.043, 0.006, 0.002], [-0.008, 0.101, -0.004], [0.014, 0.002, 0.028], [-0.056, -0.037, 0.065], [0.070, 0.175, -0.075], [-0.013, 0.022, 0.022], [0.009, -0.034, 0.008], [0.040, -0.023, -0.013], [-0.023, 0.034, -0.035], [-0.018, -0.005, 0.034], [-0.044, 0.095, -0.122], [0.031, -0.008, 0.034], [-0.050, 0.353, 0.208], [-0.036, -0.030, -0.025], [-0.161, 0.114, 0.129], [0.002, 0.040, -0.056], [-0.111, -0.019, 0.103], [0.001, -0.022, -0.004], [0.049, 0.010, -0.015], [0.013, -0.026, -0.090], [-0.133, -0.228, -0.259], [0.025, -0.022, 0.019], [-0.042, 0.017, 0.065], [-0.002, 0.005, -0.028], [0.009, 0.009, -0.035], [0.009, 0.043, -0.015], [-0.027, -0.002, -0.011], [-0.014, -0.005, -0.002], [0.076, 0.043, 0.005], [0.013, 0.014, 0.021], [-0.066, -0.142, 0.026], [0.072, -0.009, -0.058], [0.035, -0.044, 0.018], [0.003, 0.000, -0.003], [0.015, -0.003, -0.023], [0.002, 0.021, 0.017], [0.133, -0.008, 0.000], [0.091, -0.131, -0.143], [-0.017, -0.017, -0.020], [0.050, -0.152, 0.037], [-0.017, 0.027, -0.004], [0.003, 0.051, -0.146], [0.268, 0.159, -0.158], [-0.034, 0.040, -0.013], [0.067, 0.033, 0.013], [-0.331, -0.180, 0.372], [-0.039, -0.022, 0.004], [-0.148, -0.168, 0.252], [0.052, 0.001, -0.018], [0.010, -0.109, 0.125], [0.005, 0.023, -0.035], [-0.012, -0.009, 0.010], [-0.004, -0.014, -0.020], [-0.033, -0.060, -0.002], [0.125, 0.032, -0.140], [-0.152, -0.210, 0.144], [0.069, 0.039, 0.031], [-0.019, -0.002, -0.001], [0.010, -0.004, 0.048], [0.040, 0.082, -0.161], [0.046, -0.015, -0.147], [-0.183, -0.106, 0.087], [-0.096, 0.021, -0.032], [0.026, 0.221, -0.009], [0.024, -0.053, 0.023], [0.032, -0.021, 0.001], [0.017, -0.013, -0.005], [-0.054, -0.156, 0.132], [-0.036, -0.011, -0.037], [0.060, 0.047, 0.104], [0.029, -0.028, -0.006], [0.121, -0.072, 0.144], [-0.009, 0.105, 0.034], [0.036, 0.029, -0.045], [0.086, 0.332, -0.060], [0.112, -0.206, -0.024], [0.013, 0.018, 0.023], [-0.004, 0.016, 0.005], [0.003, -0.017, -0.024], [0.001, -0.001, 0.006], [0.041, -0.001, -0.001], [0.013, -0.044, 0.006], [-0.054, -0.019, 0.061], [-0.091, 0.010, -0.065], [-0.112, 0.173, 0.066], [-0.017, -0.161, -0.038], [0.000, 0.029, -0.031], [0.006, 0.030, 0.033], [-0.036, -0.043, -0.150], [0.002, -0.079, 0.111], [0.023, -0.008, -0.069], [-0.020, 0.043, -0.021], [-0.016, 0.004, 0.037], [0.025, 0.013, 0.006], [0.055, 0.028, 0.142], [0.056, -0.084, 0.132]]}